[1]
This record from the Open Molecules 2025 dataset describes a single C20H23F3N6OS molecule in a non-equilibrium geometry. The level of theory is ωB97M-V with the def2-TZVPD basis set.

Each line ends with the Mulliken charge.
Element x y z (Å)
C (4.4754, -2.4353, -1.9978)  -0.7084
O (4.1690, -1.8421, -0.7552)  -0.3609
C (4.7203, -0.5591, -0.5453)  -0.6636
C (3.6509, 0.5439, -0.6286)  -0.2886
N (3.0664, 0.6046, -1.9355)  0.9996
N (3.5807, 1.3201, -2.9373)  -0.5288
N (2.8529, 1.1322, -3.9561)  -0.8046
N (1.8494, 0.3064, -3.6879)  -0.1122
C (1.9734, -0.0344, -2.4265)  -0.7002
C (1.1271, -0.9363, -1.5951)  0.2109
C (0.1102, -1.6721, -2.4133)  -0.0542
C (-0.6610, -1.2309, -3.4435)  -0.3304
C (-1.5548, -2.2158, -3.9221)  -0.7132
C (-1.4585, -3.3865, -3.2449)  -0.5461
S (-0.2677, -3.3177, -2.0082)  -0.1300
N (0.5736, -0.1327, -0.4982)  0.5692
C (-0.0039, -0.9270, 0.5706)  -0.6739
C (-0.2887, 0.0007, 1.7496)  -0.9772
N (-1.2103, 1.0408, 1.3492)  0.3609
C (-2.1508, 1.5481, 2.2152)  0.8494
C (-2.4937, 2.9079, 2.2409)  -0.6561
C (-3.4786, 3.3836, 3.0826)  -0.7888
C (-4.1571, 2.5359, 3.9410)  -0.7963
C (-3.8229, 1.1893, 3.9265)  -0.1421
C (-4.5473, 0.2163, 4.8098)  0.9446
F (-5.4724, -0.4962, 4.1330)  -0.2571
F (-3.7215, -0.6930, 5.3623)  -0.2665
F (-5.1977, 0.7995, 5.8260)  -0.2828
C (-2.8492, 0.6933, 3.0778)  -0.2677
C (-0.6877, 1.8138, 0.2473)  -1.2180
C (-0.3819, 0.8742, -0.9216)  -0.6833
H (5.5553, -2.5776, -2.1111)  0.3660
H (3.9830, -3.4059, -1.9982)  0.2479
H (4.1057, -1.8474, -2.8445)  0.2931
H (5.5183, -0.3543, -1.2674)  0.4157
H (5.1442, -0.5453, 0.4646)  0.3832
H (2.8478, 0.3450, 0.0845)  -0.1565
H (4.1151, 1.5107, -0.4232)  0.4717
H (1.7936, -1.6703, -1.1220)  0.9381
H (-0.5694, -0.2492, -3.8689)  0.4790
H (-2.2369, -2.0534, -4.7370)  0.3998
H (-2.0106, -4.2935, -3.3901)  0.4890
H (0.7134, -1.6945, 0.8696)  0.4527
H (-0.9391, -1.4190, 0.2596)  0.3165
H (-0.6894, -0.5708, 2.5832)  0.5078
H (0.6611, 0.4585, 2.0700)  0.1641
H (-1.9711, 3.6103, 1.6117)  0.4278
H (-3.7132, 4.4371, 3.0798)  0.3817
H (-4.9197, 2.9058, 4.6063)  0.4566
H (-2.6520, -0.3670, 3.0817)  0.3954
H (-1.4325, 2.5355, -0.0858)  0.5409
H (0.2318, 2.3468, 0.5349)  0.2198
H (0.0453, 1.4486, -1.7461)  0.4452
H (-1.3241, 0.4185, -1.2667)  0.3811

Multiplicity = 1
Calculated total energy = -51087.980 eV
Charge = 0
Relative energy (zero: lowest compared OMol25 entry of this formula, charge and spin) = 169.9 kJ/mol
SMILES string = COCCn1nnnc1[C@H](c1cccs1)N1CCN(c2cccc(C(F)(F)F)c2)CC1
Strongest force on any atom = 1.503 eV/Å

---

[2]
This record from the Open Molecules 2025 dataset describes a single C20H23N3O molecule in a non-equilibrium geometry. The level of theory is ωB97M-V with the def2-TZVPD basis set.

Each line ends with the Mulliken charge.
Element x y z (Å)
C (4.0836, 2.5843, 0.4162)  -1.0931
C (4.1507, 1.0838, 0.1131)  -0.6887
N (2.8847, 0.3772, 0.1080)  0.2424
C (1.9663, 0.7803, -0.9456)  -0.9603
C (1.0907, -0.3685, -1.3786)  0.2099
C (-0.2552, -0.1763, -1.6560)  -0.3772
C (-1.0452, -1.2389, -2.0580)  -0.4842
C (-0.5002, -2.5053, -2.1789)  -0.5888
C (0.8436, -2.7032, -1.9089)  -0.5423
C (1.6360, -1.6388, -1.5209)  -0.4110
C (2.2432, 0.3356, 1.4090)  -0.7841
C (1.1811, -0.7031, 1.4360)  0.2996
N (-0.0994, -0.4976, 1.4622)  -0.0164
C (-0.6197, -1.7572, 1.4584)  0.5518
C (-2.0721, -2.0558, 1.4481)  -0.6321
C (-2.9230, -0.8801, 1.9453)  -1.3987
C (-2.9855, 0.2350, 0.9386)  0.6364
C (-2.3065, 1.4279, 1.1401)  -0.0577
C (-2.3619, 2.4383, 0.1962)  -0.6552
C (-3.1031, 2.2715, -0.9612)  -0.4702
C (-3.7941, 1.0894, -1.1658)  -0.5390
C (-3.7347, 0.0805, -0.2214)  -0.3322
N (0.3047, -2.6776, 1.4565)  -0.8084
O (1.4860, -2.0016, 1.4467)  -0.1319
H (3.6933, 2.7624, 1.4153)  0.2789
H (5.0808, 3.0125, 0.3572)  0.4510
H (3.4473, 3.0941, -0.3033)  0.2759
H (4.7935, 0.5938, 0.8505)  0.4087
H (4.6031, 0.9343, -0.8712)  0.4405
H (1.3294, 1.6255, -0.6375)  0.3921
H (2.5630, 1.1000, -1.8059)  0.5374
H (-0.6945, 0.8038, -1.5414)  0.4502
H (-2.0916, -1.0729, -2.2674)  0.4624
H (-1.1199, -3.3377, -2.4793)  0.4073
H (1.2737, -3.6899, -1.9963)  0.3880
H (2.6819, -1.7866, -1.2966)  0.3545
H (1.7603, 1.2890, 1.6825)  0.3286
H (2.9998, 0.0795, 2.1556)  0.5179
H (-2.2387, -2.9428, 2.0624)  0.3955
H (-2.3514, -2.3057, 0.4208)  0.2444
H (-3.9341, -1.2490, 2.1363)  0.4329
H (-2.5089, -0.5095, 2.8837)  0.4026
H (-1.7228, 1.5605, 2.0378)  0.2703
H (-1.8252, 3.3616, 0.3638)  0.3940
H (-3.1454, 3.0595, -1.6994)  0.3965
H (-4.3813, 0.9556, -2.0634)  0.3882
H (-4.2824, -0.8381, -0.3836)  0.4137

Multiplicity = 1
Calculated total energy = -27630.377 eV
Charge = 0
Relative energy (zero: lowest compared OMol25 entry of this formula, charge and spin) = 258.2 kJ/mol
SMILES string = CCN(Cc1ccccc1)Cc1nc(CCc2ccccc2)no1
Strongest force on any atom = 1.174 eV/Å

---

[3]
This record from the Open Molecules 2025 dataset describes a single C20H23N3O3 molecule close to a stationary point. The level of theory is ωB97M-V with the def2-TZVPD basis set.

Each line ends with the Mulliken charge.
Element x y z (Å)
C (-2.7127, 1.6594, 3.1893)  -1.3175
C (-3.5100, 1.3828, 1.9457)  0.9792
C (-4.8960, 1.3007, 1.9699)  -0.8095
C (-5.5771, 1.0524, 0.7913)  -0.4051
N (-4.9835, 0.8948, -0.3885)  -0.6520
C (-3.6545, 0.9781, -0.4328)  0.5068
C (-3.0074, 0.8457, -1.7827)  -0.8096
C (-2.8892, 1.2072, 0.7122)  0.5526
C (-1.3958, 1.3127, 0.5942)  -0.2114
O (-0.8295, 2.3513, 0.2934)  -0.6865
N (-0.7181, 0.1657, 0.8468)  0.1251
C (0.7276, 0.1157, 0.7457)  -1.1372
C (1.2049, 0.1120, -0.7143)  -0.4183
C (0.8381, -1.1715, -1.4497)  -1.1567
C (1.6168, -2.3418, -0.9141)  0.9224
C (1.0823, -3.6280, -0.9186)  -0.7808
C (1.8012, -4.6998, -0.4194)  -0.5963
C (3.0708, -4.4889, 0.1045)  -0.5935
C (3.6026, -3.2119, 0.1218)  -0.7691
C (2.8877, -2.1311, -0.3891)  0.7311
C (3.5273, -0.7666, -0.3526)  -1.2404
N (2.6432, 0.3107, -0.7836)  0.1410
C (3.2265, 1.5499, -0.8820)  0.6796
O (4.4177, 1.6989, -0.7154)  -0.6434
C (2.3001, 2.7079, -1.2358)  -0.4428
O (3.0618, 3.8875, -1.3141)  -0.5221
H (-1.9942, 2.4618, 3.0177)  0.3211
H (-3.3644, 1.9462, 4.0123)  0.4177
H (-2.1486, 0.7766, 3.4968)  0.2971
H (-5.4401, 1.4330, 2.8961)  0.4003
H (-6.6593, 0.9809, 0.7916)  0.3736
H (-2.6613, 1.8206, -2.1312)  0.2696
H (-2.1381, 0.1858, -1.7514)  0.0227
H (-3.7307, 0.4545, -2.4932)  0.4072
H (-1.2410, -0.6627, 1.0730)  0.3554
H (1.1433, 0.9914, 1.2473)  0.3342
H (1.0794, -0.7765, 1.2653)  0.5870
H (0.7167, 0.9452, -1.2145)  0.6732
H (-0.2342, -1.3596, -1.3591)  0.1382
H (1.0472, -1.0310, -2.5136)  0.4936
H (0.0878, -3.7842, -1.3219)  0.4230
H (1.3739, -5.6939, -0.4325)  0.3933
H (3.6414, -5.3178, 0.5024)  0.3867
H (4.5903, -3.0435, 0.5365)  0.4455
H (3.9033, -0.5648, 0.6570)  0.4049
H (4.4066, -0.7534, -0.9982)  0.5313
H (1.8178, 2.4822, -2.1968)  0.2374
H (1.5067, 2.7829, -0.4849)  0.2845
H (2.4626, 4.6327, -1.2208)  0.3571

Multiplicity = 1
Calculated total energy = -31727.452 eV
Charge = 0
Relative energy (zero: lowest compared OMol25 entry of this formula, charge and spin) = 67.7 kJ/mol
SMILES string = Cc1ccnc(C)c1C(=O)NC[C@@H]1Cc2ccccc2CN1C(=O)CO
Strongest force on any atom = 0.019 eV/Å

---

[4]
This record from the Open Molecules 2025 dataset describes a single C20H23N3O3 molecule. The level of theory is ωB97M-V with the def2-TZVPD basis set.

Each line ends with the Mulliken charge.
Element x y z (Å)
C (4.2621, 0.8429, -0.4906)  -1.3800
C (3.5804, 1.0998, -1.8067)  0.8722
C (4.1869, 1.8845, -2.7822)  -0.7350
C (3.5354, 2.0896, -3.9832)  -0.4252
N (2.3465, 1.5681, -4.2798)  -0.6414
C (1.7551, 0.8022, -3.3664)  0.6406
C (0.4250, 0.2069, -3.7326)  -0.9389
C (2.3380, 0.5572, -2.1170)  0.4230
C (1.6138, -0.3286, -1.1460)  -0.1496
O (1.5045, -1.5336, -1.3037)  -0.6316
N (1.0924, 0.3051, -0.0652)  0.1661
C (0.3570, -0.4296, 0.9460)  -1.1562
C (-1.0136, -0.9142, 0.4477)  -0.6005
C (-1.9500, 0.2323, 0.0838)  -1.2263
C (-2.3531, 1.0101, 1.3061)  1.0488
C (-2.6265, 2.3741, 1.2402)  -0.8300
C (-2.9963, 3.0824, 2.3704)  -0.6058
C (-3.0859, 2.4257, 3.5917)  -0.5911
C (-2.8037, 1.0730, 3.6660)  -0.8102
C (-2.4407, 0.3537, 2.5297)  0.7079
C (-2.1560, -1.1198, 2.6761)  -1.2526
N (-1.6434, -1.7476, 1.4614)  0.1533
C (-1.5063, -3.1125, 1.5139)  0.6739
O (-1.8964, -3.7459, 2.4714)  -0.6380
C (-0.8482, -3.7846, 0.3046)  -0.3907
O (-0.6347, -5.1499, 0.5631)  -0.5349
H (4.1010, -0.1798, -0.1497)  0.3201
H (5.3336, 1.0138, -0.5820)  0.4521
H (3.8885, 1.5101, 0.2889)  0.2898
H (5.1607, 2.3232, -2.6073)  0.4039
H (3.9917, 2.6995, -4.7551)  0.3758
H (0.5099, -0.8733, -3.8542)  0.2699
H (-0.3196, 0.3819, -2.9525)  0.1178
H (0.0841, 0.6541, -4.6626)  0.3864
H (1.1813, 1.3041, 0.0024)  0.3540
H (0.9426, -1.2992, 1.2513)  0.2999
H (0.2333, 0.2196, 1.8132)  0.6289
H (-0.8458, -1.5171, -0.4401)  0.8258
H (-1.4709, 0.8900, -0.6441)  0.2056
H (-2.8334, -0.1922, -0.4015)  0.4804
H (-2.5478, 2.8815, 0.2850)  0.4224
H (-3.2086, 4.1413, 2.3024)  0.3941
H (-3.3701, 2.9684, 4.4837)  0.3903
H (-2.8651, 0.5601, 4.6194)  0.4476
H (-1.4563, -1.2747, 3.5054)  0.4085
H (-3.0662, -1.6486, 2.9624)  0.5397
H (-1.4854, -3.6225, -0.5710)  0.3372
H (0.1103, -3.3038, 0.0873)  0.1437
H (-1.1104, -5.6779, -0.0802)  0.3584

Multiplicity = 1
Calculated total energy = -31727.417 eV
Charge = 0
Relative energy (zero: lowest compared OMol25 entry of this formula, charge and spin) = 71.0 kJ/mol
SMILES string = Cc1ccnc(C)c1C(=O)NC[C@@H]1Cc2ccccc2CN1C(=O)CO
Strongest force on any atom = 0.158 eV/Å

---

[5]
This record from the Open Molecules 2025 dataset describes a single C20H23N3O4 molecule. The level of theory is ωB97M-V with the def2-TZVPD basis set.

Each line ends with the Mulliken charge.
Element x y z (Å)
C (-1.6977, 0.3888, 4.3647)  -1.2389
C (-1.1654, 1.6415, 3.6858)  -0.4156
O (0.0403, 1.2779, 3.0476)  -0.2785
C (0.7272, 2.1989, 2.3143)  0.8462
C (0.4219, 3.5465, 2.2251)  -0.5577
C (1.2150, 4.3898, 1.4589)  -0.6984
C (2.3101, 3.8934, 0.7807)  -0.6704
C (2.6220, 2.5442, 0.8516)  -0.5882
C (1.8378, 1.6892, 1.6083)  0.1057
N (2.0579, 0.3128, 1.7186)  0.0829
C (3.0722, -0.4223, 1.2121)  0.7817
O (4.0188, 0.0007, 0.5852)  -0.6741
C (2.8790, -1.9243, 1.4923)  -1.0965
N (1.8007, -2.4588, 0.6873)  -0.0323
C (0.5140, -2.3439, 1.0420)  0.7035
O (0.1285, -1.8649, 2.0939)  -0.6756
C (-0.4518, -2.8647, -0.0314)  -1.1227
N (-0.4600, -1.9837, -1.1819)  0.0588
C (0.4913, -2.0367, -2.1346)  0.6984
O (1.4214, -2.8217, -2.0839)  -0.7681
C (0.3262, -1.0268, -3.2608)  -1.0968
C (-1.1112, -0.7754, -3.6103)  0.3920
C (-1.7814, 0.3432, -3.1278)  -0.2391
C (-3.1166, 0.5488, -3.4308)  -0.6231
C (-3.7988, -0.3640, -4.2163)  -0.4034
C (-3.1399, -1.4826, -4.6994)  -0.5926
C (-1.8059, -1.6872, -4.3972)  -0.2899
H (-1.0417, 0.1007, 5.1811)  0.3074
H (-1.7225, -0.4270, 3.6471)  0.2220
H (-2.6962, 0.5672, 4.7531)  0.4172
H (-1.8848, 2.0134, 2.9420)  0.4205
H (-0.9842, 2.4346, 4.4245)  0.3499
H (-0.4271, 3.9513, 2.7535)  0.3704
H (0.9674, 5.4391, 1.4022)  0.3858
H (2.9280, 4.5519, 0.1901)  0.3923
H (3.4732, 2.1468, 0.3248)  0.5295
H (1.3250, -0.1731, 2.2331)  0.2252
H (2.6317, -2.0738, 2.5471)  0.3477
H (3.8005, -2.4504, 1.2433)  0.3966
H (2.0143, -2.7721, -0.2567)  0.3016
H (-0.1280, -3.8572, -0.3585)  0.3448
H (-1.4570, -2.9192, 0.3862)  0.4852
H (-1.1704, -1.2705, -1.2341)  0.2229
H (0.8109, -0.1031, -2.9326)  0.3517
H (0.8790, -1.4089, -4.1205)  0.3299
H (-1.2514, 1.0653, -2.5210)  0.4309
H (-3.6232, 1.4254, -3.0546)  0.3809
H (-4.8393, -0.2028, -4.4546)  0.3798
H (-3.6669, -2.1965, -5.3146)  0.3787
H (-1.2927, -2.5595, -4.7751)  0.4215

Multiplicity = 1
Calculated total energy = -33775.502 eV
Charge = 0
Relative energy (zero: lowest compared OMol25 entry of this formula, charge and spin) = 137.7 kJ/mol
SMILES string = CCOc1ccccc1NC(=O)CNC(=O)CNC(=O)Cc1ccccc1
Strongest force on any atom = 0.695 eV/Å

---

| no. | E_HOMO (eV) |
| --- | --- |
| 1 | -8.2 |
| 2 | -8.7 |
| 3 | -9.1 |
| 4 | -9.1 |
| 5 | -8.0 |